A single C9H9NO molecule, computed with wB97M-V/def2-TZVPD.

The energy above the lowest of the compared OMol25 structures with the same formula, charge and spin comes out at 30.4 kcal per mole. As for the SMILES: O=C=NCCc1ccccc1.

Each atom is followed by the atoms it is bonded to, with distances in Å.
Positions of all 20 atoms, in Å:
1 C 2.52 1.20 -0.43  N19 1.190, O20 1.181
2 C 2.03 -1.27 -0.22  C3 1.531, H10 1.071, H11 1.086, N19 1.454
3 C 0.88 -1.30 0.79  C2 1.531, C4 1.520, H12 1.077, H13 1.142
4 C -0.26 -0.43 0.28  C3 1.520, C5 1.416, C9 1.419
5 C -0.29 0.93 0.69  C4 1.416, C6 1.356, H14 1.118
6 C -1.44 1.65 0.53  C5 1.356, C7 1.366, H15 1.050
7 C -2.51 1.13 -0.13  C6 1.366, C8 1.391, H16 1.079
8 C -2.47 -0.12 -0.74  C7 1.391, C9 1.432, H17 1.111
9 C -1.29 -0.92 -0.56  C4 1.419, C8 1.432, H18 1.072
10 H 2.83 -1.99 -0.25  C2 1.071
11 H 1.56 -1.43 -1.19  C2 1.086
12 H 0.62 -2.34 0.84  C3 1.077
13 H 1.29 -1.00 1.81  C3 1.142
14 H 0.67 1.40 1.01  C5 1.118
15 H -1.43 2.66 0.81  C6 1.050
16 H -3.37 1.78 -0.14  C7 1.079
17 H -3.28 -0.51 -1.38  C8 1.111
18 H -1.19 -1.85 -1.07  C9 1.072
19 N 2.64 0.04 -0.19  C1 1.190, C2 1.454
20 O 2.50 2.38 -0.46  C1 1.181